1 | # C3H6N2O2

The molecule C3H6N2O2 (ωB97M-V/def2-TZVPD, the OMol25 dataset).

Structure (ORCA input):
```
! wB97M-V def2-TZVPD RIJCOSX def2/J DEFGRID3
* xyz 0 1
H 0.6611 -0.1390 -2.0051
N 1.0779 -0.0152 -1.0860
C 0.2705 -0.2937 -0.1527
N 0.6343 -0.2585 1.1858
C 1.8679 0.1342 1.6633
O 2.1073 0.2284 2.8446
O -1.0362 -0.6671 -0.2276
C -1.8499 0.1262 -1.0805
H -0.0952 -0.4328 1.8640
H 2.5820 0.3529 0.8563
H -2.8612 -0.2693 -0.9796
H -1.5395 0.0614 -2.1283
H -1.8191 1.1725 -0.7542
*
```

Calculated values
SMILES string	[H]/N=C(/NC=O)OC
HOMO-LUMO gap	10.74	eV

=====

2 | # C3H6N2O2

The molecule C3H6N2O2 (ωB97M-V/def2-TZVPD, the OMol25 dataset).

Structure (ORCA input):
```
! wB97M-V def2-TZVPD RIJCOSX def2/J DEFGRID3
* xyz 0 1
N -1.1597 -0.0768 -1.2730
C -0.5548 0.3757 0.3666
O -1.4374 0.9818 0.9422
C 0.1887 -0.8457 0.9287
O 1.4765 -0.3100 1.2470
C 1.6714 0.7117 0.3667
N 0.6981 1.1324 -0.3181
H -2.0352 0.4239 -1.3892
H -1.2256 -1.0423 -1.5736
H -0.3719 0.4383 -1.6760
H 0.3301 -1.6223 0.1608
H -0.2783 -1.2465 1.8314
H 2.6981 1.0797 0.3864
*
```

Calculated values
SMILES string	[NH3+][C@@]1([O-])COC=N1
HOMO-LUMO gap	9.71	eV

=====

Relative stability in kJ/mol, measured from the most stable structure: 1 0.0; 2 142.3

=====

1 | # C17H24N2O4S

The molecule C17H24N2O4S (ωB97M-V/def2-TZVPD, the OMol25 dataset).

Structure (ORCA input):
```
! wB97M-V def2-TZVPD RIJCOSX def2/J DEFGRID3
* xyz 0 1
O -1.3033 1.8735 -3.5927
C -1.5027 1.3415 -2.5170
C -0.8112 0.0567 -2.1560
C -1.0865 -1.1095 -2.8614
C -0.4065 -2.2835 -2.5766
C 0.5563 -2.3045 -1.5805
C 0.8383 -1.1367 -0.8990
S 2.0428 -1.1650 0.4224
O 3.2474 -1.8019 -0.0154
O 2.1298 0.1590 0.9788
N 1.2611 -2.2351 1.4620
C 0.1921 -1.6306 2.2323
C 0.7352 -0.9419 3.4894
O 1.5125 -1.8347 4.2573
C 2.6052 -2.3275 3.5113
C 2.1223 -3.0794 2.2693
C 0.1801 0.0416 -1.1812
N -2.3398 1.8540 -1.5894
C -2.7116 1.2040 -0.3551
C -2.0750 1.8246 0.8941
C -2.2341 3.3432 0.9830
C -1.4200 4.0839 -0.0824
C -2.1646 4.3254 -1.3984
C -2.9846 3.1199 -1.8742
H -1.8367 -1.0892 -3.6379
H -0.6296 -3.1817 -3.1319
H 1.0998 -3.2009 -1.3299
H -0.5079 -2.4250 2.5121
H -0.3158 -0.9091 1.5913
H 1.3408 -0.0771 3.1859
H -0.0809 -0.6152 4.1363
H 3.2517 -1.4951 3.1951
H 3.1570 -2.9891 4.1809
H 1.5469 -3.9637 2.5615
H 2.9645 -3.3716 1.6433
H 0.4629 0.9329 -0.6438
H -3.8029 1.2675 -0.2632
H -2.4420 0.1463 -0.4119
H -2.5404 1.3590 1.7661
H -1.0106 1.5845 0.9236
H -3.2879 3.6181 0.9110
H -1.8840 3.6519 1.9701
H -1.1116 5.0555 0.3081
H -0.5090 3.5167 -0.2823
H -2.8449 5.1723 -1.2906
H -1.4313 4.5814 -2.1638
H -3.1236 3.1869 -2.9566
H -3.9663 3.1130 -1.3954
*
```

Calculated values
SMILES string	O=C(c1cccc(S(=O)(=O)N2CCOCC2)c1)N1CCCCCC1
HOMO-LUMO gap	9.65	eV

=====

2 | # C17H24N2O4S

The molecule C17H24N2O4S (ωB97M-V/def2-TZVPD, the OMol25 dataset).

Structure (ORCA input):
```
! wB97M-V def2-TZVPD RIJCOSX def2/J DEFGRID3
* xyz 0 1
O -4.2348 0.7136 0.8451
C -3.7152 0.2142 -0.1374
C -3.7437 -1.3062 -0.3428
O -2.5640 -1.8756 -0.8674
C -1.3958 -1.6988 -0.1973
C -0.2595 -2.2197 -0.8267
C 0.9870 -2.0458 -0.2634
C 1.1060 -1.3525 0.9283
S 2.7343 -1.0051 1.5924
O 3.6383 -2.0132 1.1223
O 2.6037 -0.7761 3.0007
N 3.2233 0.4293 0.9173
C 3.6860 0.4306 -0.4476
C 2.5939 0.8511 -1.4345
C 2.0082 2.1960 -1.0102
C 1.4657 2.0930 0.4140
C 2.5861 1.6451 1.3572
C -0.0113 -0.8713 1.5795
C -1.2689 -1.0415 1.0248
N -3.1106 0.9532 -1.0769
C -2.5355 0.5287 -2.3381
C -2.5080 1.8115 -3.1662
C -2.2305 2.8787 -2.1095
C -3.0628 2.4021 -0.9247
H -4.5243 -1.5507 -1.0705
H -4.0130 -1.7607 0.6185
H -0.3870 -2.7506 -1.7569
H 1.8753 -2.4459 -0.7262
H 4.0491 -0.5763 -0.6536
H 4.5297 1.1278 -0.5193
H 1.8023 0.0989 -1.4502
H 3.0214 0.9201 -2.4360
H 1.2150 2.4948 -1.6994
H 2.7887 2.9596 -1.0466
H 0.6480 1.3695 0.4419
H 1.0806 3.0581 0.7472
H 2.2139 1.4555 2.3639
H 3.3511 2.4292 1.4105
H 0.1129 -0.3693 2.5260
H -2.1304 -0.6565 1.5453
H -3.1294 -0.2626 -2.7975
H -1.5159 0.1537 -2.1847
H -1.7529 1.7804 -3.9485
H -3.4825 1.9835 -3.6244
H -2.5119 3.8777 -2.4338
H -1.1716 2.8807 -1.8486
H -2.6302 2.6590 0.0445
H -4.0819 2.8015 -0.9533
*
```

Calculated values
SMILES string	O=C(COc1ccc(S(=O)(=O)N2CCCCC2)cc1)N1CCCC1
HOMO-LUMO gap	9.47	eV

=====

Relative stability in kJ/mol, measured from the most stable structure: 1 34.6; 2 0.0

=====

1 | # C3H12N2O2

A 2-piece molecular cluster, C3H12N2O2 overall (ωB97M-V/def2-TZVPD, the OMol25 dataset).

Structure (ORCA input):
```
! wB97M-V def2-TZVPD RIJCOSX def2/J DEFGRID3
* xyz 0 1
N -1.3118 0.7884 1.8131
C -0.7779 -0.5753 1.9516
N 0.3429 -0.8967 1.1244
C 0.2619 -0.9348 -0.4294
C 1.7165 -0.9914 -0.9448
O 2.3091 0.2156 -0.4466
H -2.2180 0.7659 2.1674
H -0.6711 1.4158 2.3131
H -1.5487 -1.4171 1.8708
H -0.4204 -0.7047 3.0542
H 0.8392 -1.7526 1.4589
H -0.2929 -0.0084 -0.7200
H -0.4091 -1.7440 -0.8561
H 1.7434 -1.0040 -2.0684
H 2.1594 -1.8687 -0.4946
H 1.7672 0.3878 0.3640
O -2.0290 1.9757 -2.6505
H -1.6145 2.8052 -2.9170
H -1.9956 1.3626 -3.4222
*
```

Calculated values
SMILES string	NCNCCO.O
HOMO-LUMO gap	9.81	eV

=====

2 | # C3H12N2O2

A 3-piece molecular cluster, C3H12N2O2 overall (ωB97M-V/def2-TZVPD, the OMol25 dataset).

Structure (ORCA input):
```
! wB97M-V def2-TZVPD RIJCOSX def2/J DEFGRID3
* xyz 0 1
C 1.3800 -0.2383 1.5330
C 0.1365 -0.7532 0.8842
N -1.0871 -0.0979 1.2100
C 0.1222 -1.7708 0.0353
N -1.0813 -2.2431 -0.5772
H 2.0794 -1.0578 1.6550
H 1.8721 0.5470 0.9648
H 1.1436 0.2163 2.4889
H -1.1330 0.2099 2.1660
H -1.8732 -0.6983 0.9859
H 1.0180 -2.2963 -0.2686
H -0.8709 -2.9703 -1.2480
H -1.5704 -1.5100 -1.0878
O 2.4514 1.5409 -1.8537
H 1.9931 2.3019 -1.4633
H 1.8919 1.3586 -2.6280
O -1.7672 2.5062 -0.6839
H -2.6542 2.7353 -0.9731
H -1.8663 1.7278 -0.1068
*
```

Calculated values
SMILES string	C/C(N)=C/N.O.O
HOMO-LUMO gap	8.37	eV

=====

Relative stability in kJ/mol, measured from the most stable structure: 1 99.8; 2 0.0